No. 1
{
  "formula": "C44H129N9O16",
  "method": "ωB97M-V/def2-TZVPD",
  "elements": ["H", "C", "H", "H", "H", "H", "H", "H", "H", "H", "H", "H", "H", "H", "H", "H", "O", "H", "H", "H", "C", "H", "H", "H", "H", "H", "H", "H", "H", "H", "O", "H", "H", "H", "H", "H", "C", "H", "H", "H", "H", "C", "H", "H", "C", "H", "C", "H", "H", "H", "H", "H", "C", "C", "H", "H", "C", "C", "H", "H", "C", "H", "C", "C", "H", "H", "H", "C", "H", "O", "H", "H", "O", "H", "H", "O", "O", "H", "C", "H", "N", "H", "C", "H", "H", "H", "H", "H", "C", "H", "H", "O", "C", "N", "H", "H", "H", "H", "H", "C", "H", "O", "H", "H", "H", "H", "C", "C", "C", "H", "H", "H", "C", "H", "C", "H", "H", "H", "H", "H", "H", "C", "N", "O", "H", "C", "H", "C", "C", "O", "H", "N", "H", "C", "H", "H", "H", "C", "H", "O", "O", "C", "H", "C", "H", "N", "H", "H", "H", "C", "C", "H", "N", "H", "C", "C", "H", "H", "H", "H", "N", "C", "H", "H", "H", "N", "H", "O", "O", "H", "C", "C", "H", "H", "H", "N", "C", "C", "O", "H", "H", "H", "H", "C", "C", "H", "H", "H", "O", "H", "H", "H", "H", "H", "H", "C", "H", "H"],
  "xyz": [[-1.79458, -2.93370, 1.81470], [-2.76767, -3.65305, 3.70628], [5.96539, 0.68387, 1.22827], [-1.78186, 2.15008, -1.03280], [0.20122, 5.49613, 5.55350], [-1.16841, -2.88781, -0.28451], [-3.48673, 3.90195, 3.01999], [1.06399, 0.45235, 3.83876], [-6.86544, -0.84775, -3.73420], [3.89712, 3.47785, -1.44276], [0.92263, 0.54273, -1.31607], [-6.37321, -0.94606, 1.36120], [6.21995, -4.20489, -4.03892], [3.61059, 4.04424, 3.74950], [-2.44590, 1.09605, 1.16783], [-0.74004, -3.56098, 2.99764], [2.16340, -2.33899, 2.95451], [-0.99330, 2.40486, -4.18117], [-2.55986, 0.15811, 4.69560], [5.87196, -1.30450, 2.82897], [-3.28868, 3.26263, 5.96680], [-4.70895, 0.50092, 2.36419], [-6.36612, 0.93806, 2.69739], [6.81339, -0.73164, 0.69573], [0.35351, 8.31176, -2.52386], [-1.77763, 4.23675, 3.36567], [4.82764, -6.19271, -2.25884], [1.31789, 6.53860, 4.73529], [-6.15474, -1.92859, 3.71057], [0.65142, 3.04287, 5.65758], [4.11261, -0.45621, 2.49405], [-3.09130, 1.26280, -3.73924], [-2.82464, -3.27364, -0.22769], [3.03319, 1.64823, -6.58705], [4.38640, -6.59716, -4.71838], [0.37201, 3.87298, -2.79616], [1.61395, 0.68724, 4.75006], [-1.10315, 5.97052, 1.12937], [1.85162, 8.78168, -3.43763], [2.42071, -0.04128, 4.83061], [-5.54373, 1.61209, 5.67249], [-2.01780, -0.46939, 5.40307], [5.65319, -1.36542, -3.33084], [-6.80800, 0.01275, -2.20955], [-5.44525, -1.75556, -2.35648], [0.45749, 8.33202, -4.20013], [5.81379, -0.33734, 0.87864], [-4.79044, -2.38241, -2.96178], [1.14761, 6.36156, -1.30900], [-0.08833, -0.47787, -6.29098], [7.80737, -5.62600, -3.55798], [-2.93488, 4.87264, 0.60840], [0.09098, 0.31771, -5.56780], [-1.73926, -3.70221, 2.58568], [4.31655, 0.21652, -2.26177], [4.65453, -4.27225, 0.08706], [-5.37582, 0.86308, 3.14663], [-2.11178, 0.06341, 1.06730], [-2.89936, -0.46777, 0.53280], [3.19067, 5.55092, 3.60790], [1.12035, 3.76646, -2.01083], [0.34496, 1.24420, -6.08278], [-5.45176, 2.40296, 4.92807], [-4.73082, 3.61809, 5.55084], [-1.72499, -6.51081, -3.01896], [-4.84894, -2.21060, 0.32020], [1.91453, -1.21143, -3.26448], [2.32742, 4.75031, -2.16820], [-1.73669, -4.67659, 2.09711], [-5.06926, -2.51207, 1.20461], [2.31607, -2.90808, -3.28731], [-0.07188, 1.31027, -3.03546], [-0.98048, 5.03414, 0.95688], [4.25629, -2.50766, -4.75513], [7.23772, -5.86219, -5.05330], [4.22594, 1.15076, -2.07415], [3.14633, -0.39578, -6.17560], [6.25746, -5.29290, -1.76387], [0.09418, -6.00710, -2.57386], [3.37503, -5.20756, -0.63116], [2.46605, 1.09796, 0.01846], [2.52882, 4.59084, -3.22749], [1.28135, 0.27562, -0.32205], [5.36309, -5.77125, -5.89032], [-1.98608, -2.60137, -1.68584], [3.40381, -1.05988, 2.72816], [-4.57571, 4.34730, 4.75567], [2.94859, 4.05560, -0.30015], [-0.92185, 1.42549, -3.70806], [0.17568, -6.80303, -1.83362], [1.69853, -6.83723, -3.78222], [1.43104, 3.79208, 1.16370], [1.91021, 6.23356, -2.07722], [-5.47415, 4.12389, 6.74400], [0.01342, 1.58685, 0.78670], [-1.73749, -0.58426, -2.79229], [2.81981, 0.64386, 0.84837], [4.15514, 0.81511, -7.59611], [0.60690, 4.27422, 1.23123], [1.95646, 4.50458, 4.70813], [1.93822, -1.52197, 0.63959], [-4.66529, -1.25683, -1.30987], [-2.70157, 2.81801, 5.16324], [0.48385, 0.18191, 1.65654], [-0.35688, -3.80226, -2.57256], [2.56253, 4.62720, 5.60575], [2.44937, -1.97321, -3.83170], [-0.30481, -4.68412, -1.93404], [0.86487, 5.54822, 4.69039], [1.25416, -5.12548, -4.06891], [1.90674, 4.01673, 1.96336], [0.96192, 0.51101, 5.60558], [-6.73240, -2.45125, 2.94818], [-3.37189, -1.55932, 3.38799], [4.87640, -5.64529, -4.92318], [-5.44136, 0.09094, -3.37120], [-7.13099, -2.42747, 0.81972], [4.09236, 0.55108, -4.63593], [2.22797, -3.25233, 2.67545], [4.72412, -2.10557, 1.76476], [-3.75666, -4.98029, 2.66683], [3.19270, 0.69863, -7.09785], [4.70654, -1.45029, -2.98914], [4.49250, -4.20989, -2.07188], [-5.26664, 5.09505, 6.92807], [1.23507, 3.10020, 4.73880], [0.37357, -4.50841, -1.09916], [4.13247, -0.40340, -5.16080], [1.38658, -5.90259, -3.31614], [-4.81801, 2.01764, 3.79357], [-7.73989, -2.16018, 3.24537], [7.05637, -6.05596, -4.07879], [-3.44792, 2.25927, -1.47639], [5.21040, -1.15321, 1.97599], [-1.76887, 0.12053, -1.43316], [-1.05890, -5.69257, -4.19553], [1.41274, 2.71720, -1.97004], [-1.95764, -3.34022, -0.88496], [-2.31499, 3.38024, -2.22764], [-1.84369, -1.71139, 4.77906], [-1.01972, -0.11531, 0.21573], [-2.28493, 1.28594, -3.00622], [4.09699, -4.90255, -5.09335], [-6.41714, -2.02102, 1.53619], [-6.45898, 4.12822, 6.51999], [-2.32222, 0.05709, -2.27570], [0.92225, -0.07531, -4.98246], [2.10874, 1.95062, 0.42515], [-2.05856, -0.39701, 2.05385], [3.96244, -4.29772, -0.75464], [5.38576, -5.27004, -2.41786], [0.21564, 5.48141, 3.81738], [2.80490, 4.61935, 3.54895], [4.75770, -2.28430, -2.42178], [0.17852, 0.51631, 0.66506], [-2.63568, 4.53216, 2.76186], [1.01464, -1.88087, -0.81948], [-2.53983, -0.55270, 6.35630], [1.72472, -2.37815, 3.80437], [-2.69634, 4.15995, 6.14581], [3.37666, 4.30286, -1.18090], [1.73467, -1.19127, -0.37890], [-4.45231, -3.61412, 2.55959], [-3.86110, -2.02318, 4.95104], [-6.49793, 2.66348, 4.76760], [-4.04910, -4.21811, 3.26153], [5.24758, -0.33206, -0.05274], [-1.66283, -4.70827, -1.32622], [-1.01425, 0.40054, -4.69398], [5.12667, -0.40077, -5.60762], [-2.43908, 2.35539, -1.87779], [3.89724, -1.64517, -4.19363], [0.38787, 4.07479, -1.26483], [-3.22316, 2.54380, 6.78355], [3.53821, 1.19656, -1.40995], [-0.88049, -6.46615, -3.57115], [-6.20283, -0.54707, -2.92264], [5.90481, -5.23640, -3.88147], [2.09763, 2.01023, 4.82512], [0.57664, 3.15085, 3.87162], [-6.70329, -3.53987, 2.99472], [-6.09387, -2.47025, -1.84989], [1.92773, -2.16930, -4.76846], [1.04632, 8.05573, -3.32546], [-2.20560, 4.37564, 1.24814], [3.37491, -3.39295, -0.59878], [2.40260, 0.62272, -7.84490], [-2.40248, -4.19753, 4.57707], [1.35717, 6.69872, -3.34057], [2.85586, 6.75107, -1.91594], [-3.90939, -0.82612, -1.71569], [-2.10315, 3.33062, 0.95572], [2.22719, -5.62500, -2.68021], [-1.06852, 0.04228, 5.56174], [-2.92247, 5.57206, 2.91820], [-3.06587, -2.18815, 4.22407], [-5.41230, 0.05779, 3.88029], [2.66734, -1.32501, -0.92693]],
  "mulliken_charge": [-0.12, 0.40, 0.33, -0.16, 0.40, -0.25, -0.14, -0.17, 0.39, 0.35, -1.20, 0.19, 0.14, 0.24, -0.08, 0.16, -0.61, 0.78, 0.07, 0.27, -1.12, -0.18, 0.42, 0.47, 0.29, -0.09, 0.35, 0.43, 0.07, 0.59, -0.43, 0.41, 0.22, 0.34, 0.31, 0.70, -0.13, 0.24, 0.30, 0.18, 0.44, -0.15, 0.35, 0.25, -0.38, 0.29, -1.04, 0.32, 0.16, 0.39, 0.30, 0.46, -0.68, -1.01, 0.10, 0.37, -0.49, -1.35, 0.07, 0.25, -0.44, 0.37, -0.96, 0.83, 0.36, -0.07, -0.68, 0.18, 0.56, -0.19, 0.04, -0.28, -0.62, -0.15, 0.32, -0.80, -0.27, 0.39, 0.34, 0.42, -0.10, 0.38, 1.71, 0.49, 0.62, 0.26, 0.08, 0.13, -0.33, 0.40, 0.41, -0.16, -0.71, -0.75, 0.17, 0.27, 0.34, 0.33, -0.04, 0.17, 0.10, -0.04, -0.03, -0.78, 0.21, 0.50, -0.46, -0.26, -1.37, 0.26, 0.25, 0.36, -1.32, -0.52, -1.40, 0.13, 0.40, 0.46, 0.22, 0.07, 0.35, -0.91, -0.25, -0.12, 0.27, -0.52, 0.15, -1.03, -1.11, -0.09, 0.44, -0.75, 0.44, 0.01, -0.61, 0.30, -0.26, -0.31, 0.59, -0.38, 1.40, 0.05, 0.18, 0.07, 0.27, 0.33, 0.00, -0.50, 0.43, -0.65, -1.01, 0.20, -0.66, -0.17, -0.15, -0.27, 0.34, 0.46, 0.21, 0.31, -0.73, -0.20, 0.26, 0.68, 0.41, -0.75, 0.12, -0.49, -0.47, 0.55, -1.09, 0.93, 0.00, 0.37, 0.52, -0.82, -0.92, 0.74, -0.41, -0.01, 0.38, 0.28, 0.71, -0.78, 0.27, -0.12, 0.28, 0.38, -0.30, 0.39, 0.17, -0.51, -0.01, -0.25, 0.44, 0.12, 0.27, -0.24],
  "homo_lumo_gap_ev": 8.21,
  "lumo_energy_ev": 0.12,
  "max_force_ha_per_bohr": 0.053
}

No. 2
{
  "formula": "C2HNO2",
  "method": "ωB97M-V/def2-TZVPD",
  "elements": ["O", "C", "H", "C", "N", "O"],
  "xyz": [[0.74316, -1.41687, -0.00162], [0.99154, -0.25287, -0.00203], [2.00734, 0.41470, -0.03142], [-1.28816, 0.37771, 0.01356], [-2.39575, 0.14893, 0.03414], [-0.05814, 0.72840, -0.01264]],
  "nbo_charge": [-0.48, 0.65, 0.18, 0.53, -0.36, -0.52],
  "homo_lumo_gap_ev": 11.95,
  "e_above_lowest_kj_mol": 155.00,
  "lumo_energy_ev": 0.23,
  "smiles": "N#COC=O",
  "max_force_ha_per_bohr": 0.060
}

No. 3
{
  "formula": "C19H25NO5S",
  "method": "ωB97M-V/def2-TZVPD",
  "elements": ["C", "O", "H", "H", "H", "C", "H", "H", "C", "C", "H", "C", "C", "S", "C", "H", "C", "H", "H", "N", "H", "H", "H", "H", "H", "H", "H", "C", "H", "H", "C", "C", "H", "O", "C", "C", "H", "C", "C", "C", "O", "H", "H", "H", "C", "O", "C", "O", "C", "H", "H"],
  "xyz": [[-1.21730, 2.53772, 0.24353], [0.87274, -0.60626, -1.26850], [-4.33215, 1.18547, -0.07678], [0.21709, 1.60368, -1.10101], [-2.84836, 0.31642, 0.34380], [-3.50724, 0.59446, -0.47931], [-3.33722, -3.71072, 1.94256], [-1.33040, -2.09931, 0.41587], [4.94516, -2.59728, -0.11973], [-0.24994, -2.05338, 0.30156], [-3.24877, -1.23670, -1.59304], [0.14756, -0.74798, -0.31724], [-4.18189, -3.08668, 1.66191], [-0.45867, 4.15405, 0.70242], [1.16075, 2.05111, 0.79838], [6.77214, -2.46430, -1.22837], [-2.17067, 2.72547, -0.93306], [2.70812, 1.52386, -0.51086], [0.20213, -2.10024, 1.29115], [2.36881, 1.36416, 0.42619], [-1.63980, 3.25594, -1.72767], [-1.91070, 0.81124, -1.89778], [3.11518, -2.40655, 0.98755], [-4.82364, -0.44161, -1.85646], [-2.99352, 3.36341, -0.60465], [-3.38375, 1.66591, -2.33844], [1.84674, 4.04875, 1.36266], [3.87292, -0.50576, 0.39312], [-5.02726, -3.69975, 1.34456], [1.65765, 3.79451, -0.39047], [-0.05424, 1.59262, -0.03554], [-4.67899, -1.55045, -0.04523], [4.90731, 1.25374, -0.28396], [-3.73741, -2.26884, 0.58688], [-2.72759, 1.41793, -1.50133], [3.91021, -1.89441, 0.46747], [-4.49374, -2.46536, 2.50361], [5.96089, -1.91738, -0.77112], [-4.06127, -0.68635, -1.11695], [4.90063, 0.17335, -0.25398], [-0.42337, 0.27272, 0.33726], [-1.75353, 2.18591, 1.12694], [0.96690, 1.80444, 1.84892], [6.74130, -0.00231, -1.32361], [5.94136, -0.53335, -0.82879], [-5.84452, -1.59008, 0.24051], [1.25714, 3.55253, 0.59601], [2.16426, -0.22802, 2.02375], [2.72826, 0.19522, 1.03433], [4.96274, -3.67569, -0.06716], [0.10797, -2.87591, -0.30989]],
  "nbo_charge": [-0.32, -0.61, 0.21, 0.21, 0.22, -0.40, 0.19, 0.25, -0.21, -0.72, 0.22, 0.82, -0.26, 0.19, -0.08, 0.21, -0.40, 0.40, 0.25, -0.62, 0.21, 0.20, 0.23, 0.23, 0.21, 0.21, 0.24, -0.08, 0.20, 0.21, 0.06, 0.80, 0.21, -0.52, -0.40, -0.17, 0.19, -0.19, -0.49, -0.21, -0.52, 0.23, 0.25, 0.22, -0.21, -0.59, -0.52, -0.62, 0.66, 0.22, 0.23],
  "homo_lumo_gap_ev": 9.49,
  "e_above_lowest_kj_mol": 20.24,
  "lumo_energy_ev": 0.66,
  "smiles": "COC(=O)CCCC[C@@H]1SC[C@H](NC(=O)c2ccccc2)[C@H]1OC(C)=O",
  "max_force_ha_per_bohr": 0.013
}

No. 4
{
  "formula": "C2H6ClS",
  "method": "ωB97M-V/def2-TZVPD",
  "elements": ["H", "H", "C", "H", "H", "C", "Cl", "S", "H", "H"],
  "xyz": [[-0.58443, -0.38124, 2.37829], [-0.26928, 0.99363, 1.27388], [-0.33037, -0.32858, -1.32304], [0.87001, -0.38765, 1.33242], [0.73579, -0.61120, -1.32952], [-0.19379, -0.10111, 1.38555], [2.16145, 1.77189, -0.25779], [-1.17001, -0.95913, 0.13955], [-0.81587, -0.76668, -2.21127], [-0.40351, 0.77007, -1.38807]],
  "nbo_charge": [0.20, 0.24, -0.75, 0.24, 0.24, -0.75, -0.99, 0.13, 0.20, 0.24],
  "homo_lumo_gap_ev": 7.20,
  "charge": -1,
  "e_above_lowest_kj_mol": 25.05,
  "lumo_energy_ev": 3.38,
  "max_force_ha_per_bohr": 0.013
}

Here are the calculated energy numbers, same order: -93884.3891 -7673.5042 -42673.4184 -25531.0611 (eV).